DFT (ωB97M-V/def2-TZVPD) results for a structure of composition C16H18B2MoN6O2.

Output
Spin multiplicity ... 3
Net charge ... +2
Frontier orbital gap (alpha / beta) ... 6.695 / 4.701 eV
Electronic energy ... -33111.8976 eV
<S²> ... 2.0253

Last column: Löwdin charge in e.
Atoms and positions in Å:
H -0.401 2.643 0.934  0.10
N 0.006 1.500 -0.791  -0.12
B 0.562 0.703 -3.161  -0.47
N 0.475 1.807 -2.064  -0.01
C 0.747 3.119 -2.120  -0.03
Mo -0.864 -0.552 -0.381  1.54
H 1.112 3.534 -3.040  0.14
C 0.438 3.688 -0.884  -0.02
H 0.520 4.721 -0.621  0.11
C -0.027 2.649 -0.074  -0.11
H 1.027 1.133 -4.167  0.13
C -1.313 -2.396 0.119  -0.28
H -1.921 -2.243 1.040  0.05
H -0.475 -3.077 0.345  0.05
H -1.955 -2.815 -0.690  0.06
N -0.854 0.110 -3.379  0.02
N 1.430 -0.404 -2.518  -0.01
N -1.551 -0.397 -2.263  -0.16
N 1.045 -1.005 -1.317  -0.09
C -1.637 0.017 -4.462  0.01
C 2.598 -0.924 -2.922  -0.01
H -1.265 0.372 -5.416  0.15
H 3.041 -0.552 -3.840  0.15
C -2.866 -0.559 -4.099  0.00
C 2.988 -1.901 -2.003  -0.01
C -2.783 -0.801 -2.733  -0.07
C 1.990 -1.936 -1.017  -0.08
H -3.686 -0.763 -4.762  0.12
H 3.877 -2.511 -2.068  0.12
H -3.508 -1.218 -2.053  0.12
H 1.875 -2.571 -0.146  0.12
H -1.795 0.794 0.070  0.06
O 0.083 -1.303 2.602  0.15
B -0.248 -0.208 1.735  -0.42
O -0.085 1.007 2.476  0.15
C 0.264 0.644 3.730  -0.13
C 0.283 1.429 4.864  0.08
C 0.326 0.774 6.097  0.04
C 0.383 -0.618 6.173  0.04
C 0.414 -1.406 5.020  0.07
C 0.343 -0.758 3.808  -0.15
H 0.239 2.509 4.784  0.15
H 0.314 1.363 7.013  0.15
H 0.406 -1.110 7.142  0.15
H 0.447 -2.491 5.039  0.15